# 1
Below is a 13-piece molecular cluster, C86H203N13O20 overall at a distorted geometry, with properties calculated with ωB97M-V/def2-TZVPD.

Last column: Mulliken charge in e.
CARTESIAN COORDINATES (ANGSTROEM)
C  5.61  -13.94  17.85  -1.03
O  5.47  -13.79  19.26  -0.16
C  5.11  -15.00  19.89  -0.36
C  4.05  -14.85  20.96  0.34
N  3.82  -16.14  21.55  -0.24
C  3.00  -16.16  22.76  0.28
C  2.46  -17.56  22.97  -1.23
O  3.48  -18.49  23.31  0.21
C  3.01  -19.78  23.35  -0.63
H  6.39  -14.68  17.57  0.43
H  5.83  -12.95  17.45  0.24
H  4.64  -14.25  17.46  0.40
H  5.99  -15.45  20.41  -0.19
H  4.80  -15.66  19.08  0.71
H  3.09  -14.50  20.54  0.31
H  4.39  -14.20  21.80  -0.43
H  4.69  -16.59  21.74  0.08
H  2.14  -15.47  22.73  0.49
H  3.66  -15.85  23.58  -0.44
H  1.92  -17.94  22.12  0.48
H  1.75  -17.55  23.82  0.39
H  3.88  -20.45  23.43  -0.25
H  2.42  -19.97  22.39  0.34
H  2.41  -19.93  24.26  0.37
C  10.59  -7.29  21.79  -0.76
O  9.54  -8.03  21.22  -0.36
C  9.85  -9.12  20.44  -0.16
C  8.51  -9.76  20.06  0.30
N  7.70  -10.13  21.19  0.37
C  6.78  -11.21  20.90  -0.33
C  6.20  -11.84  22.12  1.51
O  5.24  -10.94  22.69  -0.53
C  4.39  -11.47  23.69  -0.53
H  10.17  -6.31  22.03  0.21
H  11.38  -7.12  21.08  0.42
H  11.09  -7.74  22.64  0.23
H  10.49  -9.81  21.01  -0.47
H  10.44  -8.79  19.56  0.84
H  8.89  -10.73  19.69  -0.73
H  8.02  -9.23  19.25  0.30
H  7.16  -9.37  21.57  0.14
H  7.45  -11.92  20.35  -0.30
H  5.93  -10.91  20.22  0.16
H  6.97  -12.19  22.86  -0.38
H  5.65  -12.71  21.77  -0.96
H  3.75  -12.22  23.19  0.29
H  3.78  -10.65  24.08  0.35
H  4.90  -12.00  24.51  0.03
C  13.71  -18.15  24.98  -0.93
O  14.81  -18.16  24.13  0.00
C  16.08  -17.80  24.69  -0.98
C  17.15  -18.83  24.16  -0.38
N  16.85  -20.14  24.62  -0.25
C  17.63  -21.22  24.08  -0.93
C  17.44  -21.46  22.61  -0.47
O  16.09  -21.87  22.42  -0.29
C  15.97  -22.51  21.18  -0.81
H  12.83  -18.44  24.41  0.26
H  13.51  -17.11  25.28  -0.17
H  13.88  -18.77  25.85  0.74
H  15.99  -17.84  25.78  0.91
H  16.41  -16.79  24.42  0.21
H  18.11  -18.47  24.49  0.30
H  17.22  -18.72  23.07  0.23
H  15.89  -20.36  24.68  0.21
H  17.49  -22.18  24.58  0.37
H  18.73  -20.95  24.13  0.36
H  18.12  -22.26  22.25  0.54
H  17.68  -20.64  21.95  0.31
H  16.50  -21.88  20.44  0.32
H  14.92  -22.56  21.00  0.25
H  16.51  -23.45  21.23  0.33
C  8.60  -10.75  25.84  -0.86
O  9.56  -11.34  24.96  0.80
C  10.04  -10.38  23.97  -0.67
C  11.47  -10.73  23.51  0.26
N  12.36  -10.83  24.71  -0.21
C  13.70  -11.31  24.43  0.16
C  14.25  -12.09  25.61  -1.43
O  13.39  -13.25  25.83  1.33
C  13.77  -14.10  26.94  -0.55
H  8.91  -9.75  26.18  0.43
H  8.34  -11.44  26.66  -0.57
H  7.68  -10.58  25.29  0.39
H  10.12  -9.36  24.45  0.27
H  9.31  -10.28  23.19  0.04
H  11.81  -9.90  22.86  0.87
H  11.51  -11.66  22.86  -0.75
H  11.88  -11.41  25.43  -0.39
H  14.43  -10.49  24.29  0.46
H  13.73  -11.89  23.53  -0.33
H  14.18  -11.50  26.53  0.40
H  15.35  -12.31  25.58  0.52
H  13.46  -15.10  26.70  -0.44
H  13.23  -13.82  27.84  -0.27
H  14.88  -14.07  27.08  0.57
C  14.55  -10.71  16.03  -0.70
O  13.43  -10.63  16.84  -0.33
C  12.76  -11.84  16.98  -0.43
C  11.56  -11.76  17.94  0.20
N  10.83  -12.98  17.75  -0.54
C  9.72  -13.10  18.69  0.10
C  9.03  -14.43  18.48  0.34
O  10.06  -15.41  18.89  -0.09
C  9.57  -16.73  18.84  -0.75
H  15.17  -11.57  16.33  0.32
H  15.16  -9.79  16.13  0.24
H  14.33  -10.76  14.94  0.27
H  13.47  -12.61  17.35  0.02
H  12.47  -12.24  15.98  0.36
H  11.00  -10.89  17.66  0.49
H  11.89  -11.56  18.99  -0.25
H  11.45  -13.77  17.91  0.31
H  9.04  -12.28  18.43  0.41
H  10.02  -13.05  19.70  -0.19
H  8.77  -14.71  17.44  0.65
H  8.06  -14.59  19.08  -0.81
H  10.27  -17.40  19.35  0.08
H  9.50  -17.09  17.82  0.36
H  8.56  -16.79  19.28  0.24
C  6.96  -9.61  28.96  -0.54
O  6.01  -10.00  27.96  0.17
C  5.07  -8.98  27.64  -1.11
C  5.63  -8.25  26.49  0.43
N  4.77  -7.16  26.18  -0.37
C  5.23  -6.32  25.09  -0.28
C  6.22  -5.20  25.33  -0.80
O  7.37  -5.61  25.92  -0.40
C  8.35  -6.17  25.00  -0.79
H  7.77  -10.37  28.91  -0.30
H  6.56  -9.64  29.95  0.39
H  7.41  -8.63  28.78  0.43
H  4.85  -8.25  28.42  0.31
H  4.16  -9.54  27.33  0.30
H  5.74  -8.92  25.62  0.04
H  6.64  -7.85  26.74  0.06
H  3.83  -7.47  26.04  0.28
H  4.33  -5.87  24.66  0.51
H  5.76  -6.97  24.36  -0.02
H  5.79  -4.57  26.08  0.36
H  6.48  -4.61  24.44  0.41
H  9.16  -6.35  25.66  0.30
H  8.61  -5.40  24.27  0.46
H  7.93  -6.93  24.34  0.27
C  7.05  -16.13  30.45  -0.16
O  6.29  -16.74  29.45  -0.69
C  7.20  -17.15  28.43  1.48
C  6.41  -17.66  27.24  -0.39
N  5.88  -18.96  27.61  1.44
C  4.80  -19.52  26.81  -0.33
C  3.47  -18.80  27.01  -0.10
O  3.09  -18.98  28.34  -0.36
C  1.76  -18.55  28.52  -0.73
H  7.66  -16.85  31.06  -0.36
H  6.40  -15.61  31.15  0.66
H  7.76  -15.44  30.02  -0.29
H  7.84  -17.87  28.88  0.38
H  7.84  -16.28  28.14  -0.59
H  7.12  -17.75  26.43  -0.71
H  5.76  -16.84  26.88  -0.48
H  5.52  -18.85  28.56  0.37
H  4.79  -20.60  27.07  0.35
H  4.99  -19.44  25.70  -0.30
H  2.70  -19.26  26.33  0.72
H  3.56  -17.73  26.72  -0.39
H  1.14  -18.94  27.73  0.32
H  1.70  -17.40  28.55  0.23
H  1.53  -18.95  29.50  0.27
C  17.19  -14.70  22.22  -1.74
C  15.67  -14.81  21.97  1.92
C  15.25  -13.55  21.18  -1.55
C  13.80  -13.58  20.81  1.35
C  13.52  -14.80  19.95  -0.71
C  13.92  -16.17  20.50  2.09
N  15.28  -15.97  21.10  0.01
O  15.83  -17.19  21.61  -0.43
C  12.86  -16.65  21.52  -0.17
C  14.06  -17.19  19.39  -2.07
C  14.92  -14.88  23.35  0.05
H  17.76  -14.40  21.33  0.46
H  17.60  -15.70  22.44  0.24
H  17.36  -14.02  23.07  0.33
H  15.56  -12.66  21.79  0.30
H  15.89  -13.55  20.26  0.50
H  13.47  -12.71  20.26  0.14
H  13.17  -13.57  21.73  -1.06
H  14.08  -14.69  18.99  0.53
H  12.49  -14.92  19.61  -0.82
H  13.36  -17.33  22.21  0.18
H  12.50  -15.82  22.12  -0.95
H  12.03  -17.17  21.01  0.15
H  14.35  -18.17  19.81  0.36
H  13.10  -17.24  18.85  0.25
H  14.87  -16.91  18.71  0.47
H  13.92  -14.49  23.32  -0.44
H  15.39  -14.33  24.14  0.51
H  15.01  -15.87  23.79  -0.94
H  15.45  -17.50  22.44  0.57
C  7.19  -17.91  22.23  -1.94
C  7.95  -19.21  22.50  2.37
C  8.92  -19.04  23.68  -0.53
C  9.50  -20.32  24.19  -0.72
C  8.39  -21.25  24.58  -0.81
C  7.35  -21.57  23.43  1.78
N  6.94  -20.23  22.86  1.25
O  5.91  -20.39  21.85  -0.44
C  7.85  -22.50  22.34  -1.82
C  6.10  -22.26  24.12  -1.85
C  8.79  -19.46  21.27  -0.93
H  7.80  -17.01  22.17  -0.32
H  6.54  -17.78  23.06  0.36
H  6.52  -18.14  21.39  1.09
H  9.68  -18.34  23.36  0.12
H  8.39  -18.45  24.45  -0.94
H  10.10  -20.15  25.07  0.25
H  10.17  -20.82  23.50  0.57
H  7.83  -20.88  25.46  -0.29
H  8.74  -22.27  24.88  0.56
H  8.25  -23.44  22.75  0.42
H  7.05  -22.72  21.62  0.39
H  8.69  -22.09  21.80  0.36
H  5.97  -21.75  25.06  0.22
H  5.19  -22.22  23.49  0.32
H  6.45  -23.30  24.30  0.49
H  8.30  -20.02  20.47  0.21
H  9.73  -20.03  21.44  0.43
H  9.13  -18.54  20.73  -0.81
H  6.46  -20.73  21.15  0.32
C  10.96  -16.02  30.06  -1.54
C  10.92  -14.59  30.64  1.51
C  12.30  -14.33  31.29  -1.10
C  12.56  -12.86  31.56  -0.91
C  12.42  -12.10  30.22  -1.12
C  11.01  -12.25  29.63  1.95
N  10.80  -13.70  29.51  0.56
O  9.46  -13.89  29.07  0.90
C  9.99  -11.46  30.46  -1.27
C  11.03  -11.68  28.18  -0.89
C  9.77  -14.53  31.74  -1.42
H  9.92  -16.28  29.95  -0.20
H  11.35  -16.65  30.87  0.72
H  11.60  -16.05  29.19  -0.06
H  12.34  -15.02  32.17  0.42
H  13.12  -14.73  30.66  0.41
H  13.53  -12.70  32.05  0.48
H  11.78  -12.45  32.22  0.28
H  13.23  -12.47  29.58  0.03
H  12.53  -11.04  30.38  0.63
H  8.98  -11.57  29.99  -0.36
H  9.86  -11.84  31.45  0.49
H  10.31  -10.40  30.53  0.42
H  10.04  -11.66  27.77  -1.02
H  11.37  -10.61  28.15  0.68
H  11.59  -12.32  27.52  -0.33
H  9.68  -15.58  32.13  0.32
H  8.85  -14.13  31.38  -0.01
H  10.09  -13.89  32.56  0.60
H  9.52  -13.88  28.07  -0.45
C  8.09  -21.98  31.41  -1.93
C  7.99  -20.50  31.08  2.06
C  8.91  -19.66  31.96  -0.38
C  10.40  -19.89  31.68  -0.87
C  10.69  -19.67  30.22  -0.77
C  9.83  -20.48  29.24  1.87
N  8.45  -20.16  29.66  0.82
O  7.62  -20.92  28.76  -0.72
C  10.10  -19.81  27.89  -1.34
C  10.29  -21.98  29.20  -1.87
C  6.58  -20.08  31.27  -2.09
H  9.03  -22.26  31.82  0.33
H  7.79  -22.60  30.57  0.22
H  7.42  -22.08  32.27  0.58
H  8.85  -18.59  31.73  -0.84
H  8.67  -19.90  33.01  0.60
H  10.63  -20.91  32.01  0.38
H  11.01  -19.21  32.31  0.57
H  11.65  -20.00  29.84  0.66
H  10.67  -18.61  29.96  -0.43
H  9.78  -20.35  27.03  0.32
H  9.73  -18.77  27.94  -0.65
H  11.23  -19.71  27.82  0.46
H  11.32  -21.90  28.75  0.44
H  10.53  -22.43  30.17  0.33
H  9.70  -22.61  28.58  0.35
H  6.38  -19.06  31.02  0.05
H  6.25  -20.26  32.32  0.55
H  5.90  -20.70  30.71  0.52
H  7.16  -20.34  28.15  0.21
C  4.99  -13.45  28.90  -0.66
C  4.52  -14.04  27.64  -0.34
C  5.68  -14.13  26.62  0.47
O  5.29  -14.78  25.46  -0.03
C  6.45  -14.79  24.58  1.26
N  3.83  -15.32  27.76  -0.46
H  5.49  -12.52  28.66  0.09
H  5.70  -14.13  29.42  -0.40
H  4.13  -13.25  29.60  0.42
H  3.84  -13.36  27.09  0.46
H  6.49  -14.72  27.04  -0.56
H  6.15  -13.14  26.49  0.58
H  6.83  -15.81  24.65  -0.28
H  7.23  -14.09  24.92  -0.55
H  6.08  -14.63  23.60  -0.02
H  4.44  -16.06  28.13  -0.04
H  3.51  -15.56  26.84  0.39
C  10.42  -16.45  26.23  -0.17
C  10.60  -15.00  25.75  1.49
C  10.80  -14.83  24.28  1.05
O  9.62  -15.28  23.60  0.79
C  9.68  -14.75  22.30  0.19
N  9.59  -14.18  26.32  1.47
H  10.37  -16.44  27.32  -0.62
H  11.16  -17.21  25.86  -0.02
H  9.44  -16.86  25.91  -0.15
H  11.54  -14.65  26.15  -1.23
H  11.64  -15.48  24.02  -0.51
H  11.08  -13.82  24.05  -0.44
H  9.85  -13.65  22.27  -0.07
H  8.80  -14.98  21.72  -0.34
H  10.55  -15.14  21.75  0.00
H  9.67  -13.21  26.00  -0.45
H  8.66  -14.47  26.07  -0.75

The orbital gap comes out at 0.3186 Ha. Its electronic energy is -152779.3503 eV. The net charge is 0. As for the energy above the lowest of the compared OMol25 structures with the same formula, charge and spin: 9.4 kcal/mol.

***

# 2
Below is a 2-piece molecular cluster, C3H10NO2 overall at a distorted geometry, with properties calculated with ωB97M-V/def2-TZVPD.

Last column: Mulliken charge in e.
CARTESIAN COORDINATES (ANGSTROEM)
O  -2.26  0.71  -0.56  -0.42
C  -1.60  -0.17  -1.02  -0.04
C  -0.18  -0.40  -0.59  0.05
C  -0.15  -1.58  0.40  -1.22
N  0.28  0.85  0.13  -0.24
H  -2.03  -0.91  -1.72  0.39
H  0.51  -0.51  -1.43  0.37
H  -1.02  -1.45  1.04  0.39
H  -0.27  -2.53  -0.11  0.37
H  0.75  -1.53  1.00  0.34
H  0.13  1.65  -0.49  0.38
H  -0.19  0.93  1.03  0.35
H  1.30  0.73  0.33  0.30
H  3.42  -0.24  1.15  0.31
H  3.19  1.30  1.24  0.30
O  2.77  0.45  1.05  -0.65

The orbital gap comes out at 0.4157 Ha. Its electronic energy is -8851.6524 eV. The net charge is +1. As for the energy above the lowest of the compared OMol25 structures with the same formula, charge and spin: 15.9 kcal/mol.